Record 1
The following is a quantum chemistry calculation of a structure of composition C40H60AuN12, from the Open Molecules 2025 dataset.

⟨S²⟩: 2.072
Gap between HOMO and LUMO (alpha / beta) in eV: 7.40 / 4.60
HOMO level (alpha / beta) in Eh: -0.54093 / -0.54478
Energy in eV: -64002.6479
M in g mol⁻¹: 905.97

Geometry as ORCA input:
```
! wB97M-V def2-TZVPD RIJCOSX def2/J DEFGRID3
* xyz 3 3
Au -0.13 0.17 -0.03
C -3.06 3.99 -3.47
N -1.97 3.70 -2.53
C -1.04 4.81 -2.40
C -1.81 2.47 -1.98
N -0.66 1.99 -1.53
C 0.56 2.44 -1.98
C 0.80 2.54 -3.36
C 2.02 2.95 -3.86
C 3.05 3.26 -2.99
C 2.88 3.14 -1.60
C 3.93 3.49 -0.74
C 3.77 3.44 0.63
C 2.56 3.04 1.17
C 1.47 2.68 0.36
N 0.29 2.24 0.94
C -0.28 2.93 1.93
N -1.17 2.34 2.75
C -2.32 3.07 3.30
C -1.19 0.91 2.98
N -0.05 4.25 2.17
C 0.01 4.78 3.53
C 0.29 5.22 1.15
C 1.63 2.72 -1.06
N -2.95 1.74 -1.87
C -2.91 0.30 -1.80
C -4.19 2.33 -1.35
H -2.62 4.38 -4.39
H -3.72 4.76 -3.07
H -3.63 3.11 -3.70
H -1.61 5.72 -2.24
H -0.43 4.94 -3.30
H -0.37 4.67 -1.56
H -0.01 2.29 -4.04
H 2.17 3.03 -4.93
H 4.00 3.61 -3.38
H 4.88 3.82 -1.16
H 4.58 3.72 1.29
H 2.44 3.00 2.25
H -2.48 3.98 2.74
H -2.19 3.31 4.36
H -3.20 2.43 3.20
H -0.21 0.50 2.77
H -1.94 0.41 2.36
H -1.44 0.72 4.02
H -0.01 3.98 4.26
H -0.81 5.47 3.73
H 0.95 5.33 3.64
H 0.09 4.82 0.16
H 1.33 5.53 1.20
H -0.34 6.10 1.29
H -2.07 -0.08 -2.36
H -3.83 -0.09 -2.23
H -2.86 -0.05 -0.76
H -4.08 3.40 -1.21
H -4.42 1.86 -0.39
H -5.02 2.14 -2.03
C 1.06 -4.44 2.57
N 1.77 -3.19 2.83
C 2.36 -3.07 4.16
C 1.73 -2.11 1.98
N 0.60 -1.67 1.43
C -0.60 -2.14 1.92
C -0.85 -2.19 3.31
C -2.04 -2.65 3.83
C -3.05 -3.06 2.97
C -2.88 -2.97 1.58
C -3.94 -3.37 0.74
C -3.83 -3.25 -0.63
C -2.65 -2.79 -1.19
C -1.53 -2.45 -0.40
N -0.37 -1.98 -1.00
C 0.10 -2.62 -2.07
N 1.06 -2.11 -2.87
C 1.93 -2.98 -3.66
C 1.43 -0.72 -2.95
N -0.28 -3.90 -2.39
C -0.47 -4.96 -1.42
C -0.69 -4.24 -3.75
C -1.65 -2.50 1.02
N 2.94 -1.59 1.70
C 4.17 -2.33 2.00
C 3.17 -0.35 1.01
H 1.77 -5.27 2.60
H 0.61 -4.41 1.58
H 0.29 -4.63 3.32
H 1.61 -3.36 4.91
H 2.65 -2.04 4.35
H 3.23 -3.72 4.30
H -0.08 -1.84 3.98
H -2.19 -2.68 4.90
H -3.98 -3.44 3.37
H -4.85 -3.75 1.19
H -4.65 -3.51 -1.28
H -2.57 -2.67 -2.26
H 1.92 -4.00 -3.28
H 2.95 -2.60 -3.58
H 1.66 -2.99 -4.71
H 0.72 -0.11 -2.40
H 1.45 -0.41 -3.99
H 2.43 -0.56 -2.53
H -0.09 -4.67 -0.45
H 0.08 -5.84 -1.76
H -1.52 -5.25 -1.32
H -0.64 -3.36 -4.40
H -1.72 -4.59 -3.73
H -0.07 -5.03 -4.17
H 3.98 -3.40 2.05
H 4.62 -2.01 2.94
H 4.88 -2.14 1.20
H 2.25 0.20 0.88
H 3.61 -0.54 0.03
H 3.88 0.26 1.58
*
```

These are the Mulliken partial charges, in e, on atoms 1 to 99: 1.375, -1.229, 0.260, -0.438, -0.122, 0.925, -0.359, -0.286, -1.082, -1.072, 1.395, -1.061, -1.039, -0.204, -0.298, 0.825, -0.379, 0.338, -1.284, -1.355, 0.307, -1.295, -0.210, -0.003, 0.130, -1.153, -1.213, 0.410, 0.395, 0.381, 0.492, 0.292, -0.263, 0.561, 0.514, 0.551, 0.548, 0.511, 0.535, 0.406, 0.347, 0.414, 0.211, 0.456, 0.557, 0.393, 0.396, 0.406, -0.394, 0.253, 0.510, 0.211, 0.498, 0.237, 0.419, 0.347, 0.336, -0.627, 0.297, -1.238, -0.515, 0.784, -0.331, -0.411, -1.453, -0.924, 1.133, -0.913, -1.443, -0.393, -0.167, 0.502, -0.475, 0.234, -1.202, -0.428, 0.295, -0.913, -1.244, 0.767, 0.212, -1.162, -0.701, 0.475, 0.031, 0.292, 0.456, 0.389, 0.347, 0.878, 0.504, 0.541, 0.540, 0.524, 0.827, 0.383, 0.405, 0.365, -0.773

***

Record 2
The following is a quantum chemistry calculation of a cluster of 11 separate species, C40H60ClO24 in total, from the Open Molecules 2025 dataset.

ΔE to the lowest compared entry with this formula, charge and spin in kJ/mol: 837.1
Gap between HOMO and LUMO in eV: 8.23
HOMO level in Eh: -0.24924
Energy in eV: -104105.8228
M in g mol⁻¹: 960.35

Geometry as ORCA input:
```
! wB97M-V def2-TZVPD RIJCOSX def2/J DEFGRID3
* xyz -1 1
Cl -7.59 3.86 12.71
O -8.06 3.52 14.00
O -6.28 3.33 12.61
O -8.43 3.28 11.70
O -7.64 5.32 12.58
O -13.80 -3.66 13.67
C -13.09 -2.62 13.66
O -12.23 -2.49 14.74
C -11.75 -1.16 14.82
C -11.87 -0.64 13.37
C -13.08 -1.45 12.74
H -10.80 -0.92 15.29
H -12.33 -0.61 15.57
H -10.90 -0.71 12.88
H -12.06 0.42 13.25
H -12.96 -1.90 11.76
H -13.96 -0.88 13.01
O -1.53 -4.73 11.63
C -1.36 -3.51 11.54
O -2.38 -2.63 11.14
C -1.77 -1.34 10.82
C -0.41 -1.26 11.62
C 0.03 -2.74 11.62
H -2.42 -0.53 11.12
H -1.62 -1.39 9.74
H -0.45 -0.90 12.64
H 0.35 -0.82 10.97
H 0.70 -2.87 12.47
H 0.64 -3.00 10.75
O -5.63 -2.92 18.64
C -5.18 -2.14 17.68
O -5.95 -2.06 16.53
C -5.23 -1.34 15.51
C -3.86 -0.94 16.20
C -3.89 -1.33 17.61
H -5.82 -0.48 15.18
H -5.05 -1.97 14.65
H -3.95 0.14 16.29
H -2.96 -1.22 15.65
H -4.04 -0.57 18.38
H -3.14 -2.07 17.89
O -1.93 6.55 10.94
C -1.56 6.21 12.08
O -0.36 5.64 12.35
C 0.06 5.71 13.67
C -1.02 6.70 14.21
C -2.20 6.63 13.36
H 1.01 6.08 14.04
H -0.05 4.78 14.22
H -0.60 7.70 14.18
H -1.18 6.48 15.26
H -2.67 7.61 13.25
H -3.03 5.99 13.67
O -10.21 10.58 11.47
C -9.18 10.41 10.80
O -8.03 10.91 11.09
C -7.09 10.69 10.03
C -7.74 9.91 8.90
C -9.11 9.48 9.59
H -6.20 10.16 10.35
H -6.56 11.54 9.59
H -7.10 9.11 8.54
H -7.84 10.49 7.98
H -9.17 8.41 9.80
H -9.99 9.67 8.97
O -8.28 -0.70 6.34
C -7.79 -1.47 7.20
O -7.57 -2.73 6.95
C -7.28 -3.57 8.07
C -7.64 -2.70 9.22
C -7.60 -1.22 8.67
H -6.20 -3.58 8.24
H -7.65 -4.59 8.15
H -6.89 -2.90 9.99
H -8.60 -2.97 9.67
H -6.61 -0.78 8.62
H -8.41 -0.69 9.18
O -3.44 1.96 5.44
C -4.41 2.64 5.66
O -5.31 2.94 4.71
C -6.24 3.92 5.19
C -6.20 3.75 6.71
C -4.77 3.26 7.01
H -7.27 3.71 4.91
H -6.00 4.92 4.82
H -6.79 2.87 6.97
H -6.61 4.57 7.31
H -4.93 2.63 7.89
H -4.29 4.16 7.37
O -14.52 9.71 16.25
C -13.35 9.28 16.35
O -13.01 8.16 15.68
C -11.66 7.86 15.68
C -10.97 8.91 16.69
C -12.07 9.95 16.94
H -11.33 7.94 14.65
H -11.53 6.87 16.11
H -10.05 9.24 16.20
H -10.70 8.45 17.64
H -12.08 10.96 16.54
H -12.22 10.13 18.01
O -15.11 4.66 7.00
C -14.08 4.32 7.58
O -13.28 5.12 8.29
C -12.49 4.35 9.16
C -12.31 3.02 8.45
C -13.55 2.91 7.55
H -13.01 4.39 10.11
H -11.49 4.78 9.22
H -12.33 2.26 9.24
H -11.35 2.85 7.97
H -14.25 2.22 8.04
H -13.43 2.64 6.50
O -2.64 3.93 19.27
C -3.36 4.88 18.97
O -3.25 6.08 19.54
C -4.41 6.87 19.43
C -5.31 6.15 18.41
C -4.71 4.80 18.20
H -4.08 7.81 18.98
H -5.02 6.91 20.33
H -5.28 6.61 17.42
H -6.36 6.15 18.71
H -4.50 4.57 17.16
H -5.36 4.00 18.56
*
```

These are the Mulliken partial charges, in e, on atoms 1 to 99: 1.516, -0.660, -0.625, -0.593, -0.642, -0.628, 0.448, -0.332, -0.392, -0.536, -0.197, 0.359, 0.212, 0.212, 0.336, 0.268, 0.252, -0.582, 0.465, -0.309, -0.374, -0.480, -0.493, 0.310, 0.281, 0.308, 0.266, 0.321, 0.284, -0.642, 0.460, -0.316, -0.313, -0.389, -0.289, 0.306, 0.193, 0.148, 0.369, 0.261, 0.215, -0.607, 0.540, -0.357, -0.364, -0.541, -0.318, 0.318, 0.268, 0.251, 0.332, 0.203, 0.273, -0.645, 0.562, -0.324, -0.339, -0.481, -0.393, 0.261, 0.277, 0.301, 0.266, 0.264, 0.251, -0.642, 0.519, -0.349, -0.295, -0.589, -0.278, 0.222, 0.340, 0.287, 0.276, 0.234, 0.276, -0.592, 0.593, -0.345, -0.410, -0.468, -0.479, 0.315, 0.266, 0.109, 0.461, 0.284, 0.268, -0.620, 0.523, -0.326, -0.352, -0.465, -0.388, 0.308, 0.253, 0.296, 0.262

***

M of number 2 (C40H60ClO24)? 960.35 g mol⁻¹

***

What is the formula in the first record? C40H60AuN12

***

M of number 1 (C40H60AuN12)? 905.97 g mol⁻¹

***

Among the records above, which one has the lowest M? C40H60AuN12